[1]
The following is a DFT calculation (ωB97M-V/def2-TZVPD) of a molecular structure, C45H61ClN5OPSSr in a non-equilibrium geometry.

Each line ends with the Löwdin charge.
Geometry (Å):
1 Sr 0.486 0.796 -1.351  1.49
2 C 0.422 -1.483 2.598  -0.19
3 C 1.652 -0.823 3.171  -0.15
4 C 2.670 -0.968 2.039  -0.17
5 C 2.120 -1.736 1.072  -0.21
6 C 0.717 -2.060 1.425  -0.22
7 C -0.187 -2.903 0.555  -0.05
8 C 2.853 -2.260 -0.138  -0.04
9 C 4.135 -0.606 1.991  -0.03
10 C 2.755 0.909 4.629  -0.06
11 C -0.917 -1.486 3.270  -0.02
12 H -1.242 -2.705 0.782  0.02
13 H -0.002 -3.969 0.710  0.09
14 H -0.020 -2.728 -0.511  0.04
15 H 3.236 -1.445 -0.766  0.07
16 H 2.212 -2.891 -0.754  0.06
17 H 3.719 -2.858 0.154  0.09
18 H 4.357 0.002 1.118  0.07
19 H 4.734 -1.519 1.896  0.08
20 H 4.497 -0.079 2.865  0.06
21 H 3.473 1.265 3.904  0.02
22 H 3.198 0.057 5.157  0.09
23 H 2.570 1.701 5.356  0.09
24 H -1.585 -2.216 2.809  0.07
25 H -1.394 -0.503 3.206  0.07
26 H -0.838 -1.717 4.332  0.08
27 C -0.999 0.532 0.492  -0.19
28 C -1.746 0.789 -0.888  -0.47
29 C -1.510 -0.339 -1.956  -0.21
30 C -1.431 2.265 -1.443  -0.33
31 C -2.589 3.266 -1.227  -0.03
32 O -1.982 4.323 -0.439  0.04
33 C -0.740 3.948 -0.124  -0.31
34 N -0.325 2.873 -0.684  -0.05
35 C -0.014 4.739 0.870  -0.13
36 C -0.366 6.092 0.992  -0.02
37 C 0.152 6.846 2.021  -0.06
38 C 0.957 6.225 2.974  -0.05
39 C 1.285 4.888 2.858  -0.07
40 C 0.865 4.116 1.780  -0.23
41 P 1.487 2.322 1.658  1.09
42 C 0.798 1.682 3.171  -0.33
43 C 1.413 0.512 3.986  -0.40
44 C 0.508 0.176 5.161  -0.12
45 C -0.668 0.751 5.420  -0.15
46 C -1.262 1.727 4.541  -0.16
47 C -0.506 2.133 3.475  -0.21
48 C 3.282 2.800 1.712  -0.36
49 C 4.042 3.272 2.781  -0.12
50 C 5.366 3.648 2.609  -0.07
51 C 5.966 3.573 1.356  -0.08
52 C 5.223 3.129 0.275  -0.08
53 C 3.899 2.754 0.464  -0.14
54 H -1.370 -0.400 0.919  0.04
55 H -1.296 1.324 1.177  0.09
56 H 0.110 0.466 0.491  -0.05
57 H -2.797 0.770 -0.605  0.07
58 H -0.972 -1.183 -1.474  0.05
59 H -0.965 0.056 -2.843  0.05
60 H -2.451 -0.732 -2.326  0.08
61 H -1.179 2.202 -2.529  0.14
62 H -3.392 2.836 -0.629  0.13
63 H -3.005 3.673 -2.143  0.14
64 H -1.052 6.528 0.279  0.12
65 H -0.090 7.896 2.106  0.11
66 H 1.320 6.790 3.823  0.11
67 H 1.879 4.423 3.634  0.10
68 H 2.009 -1.551 3.921  0.17
69 H 0.907 -0.574 5.842  0.11
70 H -1.212 0.447 6.310  0.10
71 H -2.237 2.147 4.733  0.07
72 H -0.956 2.893 2.832  0.09
73 H 3.609 3.355 3.770  0.09
74 H 5.933 3.999 3.462  0.10
75 H 7.000 3.866 1.229  0.10
76 H 5.663 3.069 -0.712  0.11
77 H 3.332 2.394 -0.392  0.07
78 Cl 3.396 1.369 -5.973  0.24
79 C 1.765 1.960 -5.360  -0.62
80 H 1.010 1.174 -5.340  -0.14
81 H 1.855 2.634 -4.508  -0.15
82 C 3.623 -2.302 -5.651  -0.02
83 C 2.347 -2.612 -4.949  -0.30
84 C 1.200 -3.241 -5.358  0.01
85 C 0.310 -3.158 -4.264  -0.36
86 N 0.863 -2.531 -3.240  0.07
87 N 2.124 -2.236 -3.670  0.02
88 C -1.088 -3.683 -4.163  -0.04
89 H 3.644 -2.784 -6.625  0.08
90 H 4.481 -2.648 -5.072  0.08
91 H 3.723 -1.223 -5.794  0.01
92 H 1.018 -3.700 -6.315  0.11
93 H 2.698 -1.594 -3.138  0.13
94 H -1.094 -4.774 -4.146  0.07
95 H -1.686 -3.361 -5.017  0.08
96 H -1.562 -3.319 -3.251  0.05
97 C -6.581 -0.893 -1.977  -0.09
98 C -6.679 -1.895 -0.841  -0.26
99 N -5.691 -2.965 -0.943  0.00
100 C -4.395 -2.817 -0.652  -0.78
101 S -3.755 -1.454 0.150  0.73
102 N -3.578 -3.831 -1.016  0.00
103 C -3.992 -5.201 -1.310  -0.23
104 C -4.199 -5.464 -2.798  -0.08
105 H -7.285 -0.076 -1.820  0.08
106 H -6.803 -1.360 -2.938  0.07
107 H -5.574 -0.476 -2.019  0.05
108 H -7.661 -2.368 -0.829  0.12
109 H -6.528 -1.400 0.117  0.09
110 H -5.937 -3.732 -1.547  0.12
111 H -2.610 -3.675 -0.772  0.10
112 H -4.903 -5.418 -0.749  0.12
113 H -3.217 -5.860 -0.923  0.12
114 H -4.861 -4.723 -3.251  0.07
115 H -4.639 -6.450 -2.949  0.08
116 H -3.249 -5.427 -3.333  0.05

## Properties
* ΔE to the lowest compared entry with this formula, charge and spin: 9.697 eV
* electronic energy: -90627.635 eV
* E_LUMO: -0.13 eV
* Kohn-Sham gap: 4.76 eV
* molecular weight: 874.131 g mol⁻¹
* maximum force: 0.16142 hartree/bohr

[2]
The following is a DFT calculation (ωB97M-V/def2-TZVPD) of a gas-phase ion, C18H37BrO7P (charge +1) in a non-equilibrium geometry.

Each line ends with the Löwdin charge.
Geometry (Å):
1 C -0.039 -1.567 4.556  -0.11
2 C -1.678 -1.520 4.244  -0.26
3 O -2.007 -1.960 2.878  -0.26
4 C -3.470 -1.830 2.608  -0.14
5 C -3.637 -0.839 1.314  -0.17
6 O -3.967 -1.503 0.047  -0.20
7 C -2.995 -2.535 -0.331  -0.15
8 C -1.478 -1.967 -0.661  -0.17
9 O -1.261 -1.599 -2.068  -0.24
10 C -1.572 -0.190 -2.340  -0.22
11 P -0.042 0.996 -2.100  1.07
12 C 1.421 0.593 -3.246  -0.25
13 C 2.531 -0.454 -2.667  -0.22
14 C 1.939 -1.734 -1.837  -0.18
15 C 3.067 -2.851 -1.389  -0.19
16 O 4.258 -2.866 -2.251  -0.12
17 C 5.438 -2.366 -1.527  -0.13
18 O 6.221 -1.379 -2.019  -0.04
19 C -0.709 2.726 -2.702  -0.31
20 C -0.201 3.976 -1.775  -0.69
21 C -1.146 4.192 -0.412  -0.15
22 Br -0.537 5.653 -2.888  0.62
23 O 0.288 0.981 -0.398  -0.34
24 C 1.616 1.497 -0.055  -0.17
25 C 1.549 2.001 1.518  -0.31
26 C 0.221 1.325 2.276  -0.07
27 O 1.542 3.463 1.677  -0.10
28 H 0.393 -0.500 4.852  0.07
29 H 0.148 -2.245 5.518  0.09
30 H 0.562 -1.958 3.614  0.08
31 H -2.156 -2.253 5.052  0.13
32 H -2.065 -0.432 4.496  0.13
33 H -3.926 -2.888 2.396  0.14
34 H -3.934 -1.299 3.568  0.14
35 H -4.560 -0.124 1.564  0.15
36 H -2.701 -0.113 1.259  0.12
37 H -2.932 -3.453 0.408  0.14
38 H -3.385 -2.995 -1.362  0.16
39 H -1.140 -1.137 0.116  0.12
40 H -0.749 -2.890 -0.450  0.15
41 H -2.397 0.190 -1.602  0.13
42 H -1.976 -0.049 -3.446  0.15
43 H 1.983 1.625 -3.457  0.13
44 H 1.013 0.258 -4.316  0.14
45 H 3.193 -0.833 -3.585  0.15
46 H 3.311 0.097 -1.951  0.12
47 H 1.203 -2.307 -2.582  0.13
48 H 1.306 -1.433 -0.896  0.10
49 H 3.279 -2.671 -0.250  0.13
50 H 2.517 -3.908 -1.451  0.15
51 H 5.725 -2.861 -0.503  0.17
52 H -0.342 2.876 -3.820  0.10
53 H -1.900 2.671 -2.768  0.13
54 H 0.945 3.997 -1.542  0.09
55 H -1.940 5.049 -0.663  0.07
56 H -1.683 3.193 -0.111  0.08
57 H -0.489 4.622 0.461  0.08
58 H 2.348 0.554 -0.050  0.13
59 H 2.063 2.282 -0.797  0.13
60 H 2.482 1.509 2.077  0.16
61 H 0.293 1.432 3.463  0.10
62 H -0.716 1.944 1.944  0.08
63 H 0.129 0.166 2.076  0.09
64 H 0.743 3.644 2.285  0.12

## Properties
* ΔE to the lowest compared entry with this formula, charge and spin: 9.577 eV
* electronic energy: -112912.722 eV
* E_LUMO: -3.01 eV
* Kohn-Sham gap: 9.22 eV
* molecular weight: 476.365 g mol⁻¹
* total charge: +1
* maximum force: 0.18224 hartree/bohr

[3]
The following is a DFT calculation (ωB97M-V/def2-TZVPD) of C3H3ClO2 in the gas phase in a non-equilibrium geometry.

Each line ends with the Löwdin charge.
Geometry (Å):
1 C -0.022 -0.080 0.319  -0.35
2 C 1.212 0.511 0.635  -0.86
3 C -1.068 -0.399 -0.596  0.02
4 O 0.798 -0.745 1.225  0.07
5 O 0.158 1.238 1.107  0.05
6 Cl 2.793 0.971 0.172  0.77
7 H -1.314 0.284 -1.428  0.12
8 H -2.010 -0.779 -0.164  0.11
9 H -0.547 -1.001 -1.271  0.08

## Properties
* ΔE to the lowest compared entry with this formula, charge and spin: 4.385 eV
* electronic energy: -19772.304 eV
* E_LUMO: 0.63 eV
* SMILES string: C[C@]12O[C@@]1(Cl)O2
* Kohn-Sham gap: 9.87 eV
* molecular weight: 106.508 g mol⁻¹
* maximum force: 0.07368 hartree/bohr

[4]
The following is a DFT calculation (ωB97M-V/def2-TZVPD) of a gas-phase ion, C6H13N4 (charge +1) in a non-equilibrium geometry.

Each line ends with the Löwdin charge.
Geometry (Å):
1 C -0.537 0.802 -0.806  -0.05
2 C -2.489 -0.054 0.310  -0.49
3 C -1.711 1.205 0.015  -0.07
4 C 1.500 -0.436 -0.339  -0.35
5 C 1.247 -1.859 -0.265  0.02
6 C 3.240 1.277 0.251  -0.03
7 N 0.513 0.463 -0.202  0.17
8 N -1.787 -1.099 0.339  0.14
9 N -3.841 0.086 0.249  0.16
10 N 2.689 -0.045 0.022  0.02
11 H -0.715 0.545 -1.776  0.12
12 H -1.301 1.528 0.954  0.13
13 H -2.309 1.877 -0.503  0.10
14 H 0.302 -1.844 0.257  0.06
15 H 1.954 -2.469 0.152  0.06
16 H 0.916 -2.152 -1.381  0.17
17 H 4.039 1.238 1.020  0.11
18 H 3.406 1.920 -0.554  0.07
19 H 2.377 1.739 0.805  0.11
20 H -2.305 -1.931 0.495  0.06
21 H -4.324 0.903 0.644  0.13
22 H -4.279 -0.799 0.364  0.10
23 H 3.416 -0.896 -0.051  0.23

## Properties
* ΔE to the lowest compared entry with this formula, charge and spin: 1.533 eV
* electronic energy: -12385.376 eV
* E_LUMO: -3.59 eV
* SMILES string: [H]/N=C(\N)C/C=N/C(C)=[NH+]\C
* Kohn-Sham gap: 9.61 eV
* molecular weight: 141.198 g mol⁻¹
* total charge: +1
* maximum force: 0.11704 hartree/bohr

[5]
The following is a DFT calculation (ωB97M-V/def2-TZVPD) of 2 unconnected molecules or ions with the total composition CH6OS in a non-equilibrium geometry.

Each line ends with the Löwdin charge.
Geometry (Å):
1 O 1.012 1.490 -1.045  0.13
2 H 0.641 1.323 -0.043  0.12
3 H 1.743 0.857 -0.982  0.13
4 H 1.374 2.473 -1.343  0.24
5 C -0.896 -1.311 0.596  -0.71
6 S -1.563 0.230 1.366  0.12
7 H 0.128 -1.579 0.964  0.00
8 H -1.513 -2.135 0.974  -0.01
9 H -0.926 -1.348 -0.488  -0.02

## Properties
* ΔE to the lowest compared entry with this formula, charge and spin: 4.093 eV
* electronic energy: -14012.752 eV
* E_LUMO: -1.62 eV
* Kohn-Sham gap: 4.96 eV
* molecular weight: 66.125 g mol⁻¹
* maximum force: 0.07013 hartree/bohr

[6]
The following is a DFT calculation (ωB97M-V/def2-TZVPD) of 2 unconnected molecules or ions with the total composition C2H7NS in a non-equilibrium geometry.

Each line ends with the Löwdin charge.
Geometry (Å):
1 S -3.886 1.721 -4.732  0.40
2 H -4.140 1.697 -3.414  -0.23
3 C 1.001 0.112 1.849  -0.36
4 C 2.420 -1.714 1.257  -0.34
5 N 1.503 -1.207 1.959  -0.24
6 H 0.231 0.264 2.618  0.03
7 H 1.621 1.022 2.000  0.02
8 H 0.538 0.142 0.882  0.03
9 H 2.740 -1.756 0.302  -0.08
10 H 3.238 -2.199 1.846  -0.03
11 H -5.267 1.918 -4.567  -0.19

## Properties
* ΔE to the lowest compared entry with this formula, charge and spin: 2.930 eV
* electronic energy: -14508.820 eV
* E_LUMO (alpha / beta): 2.48 / 2.45 eV
* Kohn-Sham gap (alpha / beta): 1.68 / 4.37 eV
* molecular weight: 77.152 g mol⁻¹
* total charge: -1
* expectation value of S²: 0.753
* spin multiplicity: 2
* maximum force: 0.08706 hartree/bohr